# 1
Molecular formula: C17H29N5O7
Method: DFT, wB97M-V/def2-TZVPD

* HOMO-LUMO gap: 0.352 Ha
* SMILES: COCCOCC(=O)NC[C@@]1(OC)CCN(C(=O)CCCn2c(O)nnc2O)C1
* ΔE to the lowest compared entry with this formula, charge and spin: 0.383 eV

Last column: Löwdin charge in e.
Cartesian coordinates (Å):
O  0.041  2.303  -2.738  0.073
H  -2.927  7.599  1.440  0.089
N  -4.185  0.571  -1.030  0.063
C  -7.850  2.092  -2.648  -0.145
C  -2.930  5.568  -1.103  -0.214
H  -8.087  1.111  -3.061  0.103
H  -8.751  2.696  -2.752  0.119
H  -0.086  4.356  -5.831  0.095
H  -0.366  2.387  -0.238  0.135
H  -6.935  -1.802  -1.930  0.130
C  -0.541  3.373  -5.735  -0.073
N  -4.931  -0.561  -1.392  0.096
C  -7.518  1.937  -1.166  -0.101
H  -5.833  2.869  -2.773  0.084
C  -3.339  7.194  0.519  -0.109
H  -6.930  3.664  -3.847  0.135
H  -1.138  1.042  -4.668  0.131
O  -1.811  3.581  -5.137  -0.125
C  -6.165  -0.196  -1.366  -0.444
H  -8.342  1.473  -0.627  0.129
H  -2.259  4.090  -2.487  0.109
O  -4.781  2.782  -0.471  0.101
C  -6.224  1.812  -4.599  -0.440
H  -2.773  0.419  -4.485  0.137
O  -2.153  3.383  -0.522  -0.151
H  -2.414  1.239  -6.937  0.123
H  -1.848  1.381  -0.317  0.117
N  -4.995  2.079  -5.102  -0.022
H  -4.349  6.816  0.715  0.089
H  -4.001  3.020  -3.484  0.105
H  -4.446  0.276  -6.040  0.123
H  -2.839  1.128  -2.303  0.089
H  -7.296  2.894  -0.694  0.128
H  -3.795  2.938  -0.421  0.089
C  -4.007  3.003  -4.572  -0.062
C  -1.320  2.233  -0.744  -0.080
C  -2.686  2.473  -5.127  -0.456
H  -4.147  4.024  -4.939  0.146
C  -1.025  2.013  -2.227  -0.477
H  -3.181  2.813  -7.190  0.132
O  -2.483  6.161  0.091  -0.166
H  -0.639  2.935  -6.734  0.089
H  -0.976  4.784  -1.485  0.148
C  -5.036  1.528  -0.815  -0.444
N  -2.096  1.514  -2.884  0.100
H  -5.167  1.462  -7.112  0.126
H  -2.926  6.299  -1.924  0.136
C  -4.492  1.343  -6.265  -0.113
H  0.099  2.752  -5.109  0.072
O  -6.928  0.936  -5.076  0.061
H  -3.404  7.994  -0.227  0.088
O  -7.245  -0.936  -1.634  0.123
H  -3.960  5.204  -0.989  0.121
N  -6.325  1.112  -0.996  0.076
C  -6.678  2.683  -3.435  -0.078
C  -2.013  4.437  -1.481  -0.154
C  -3.111  1.961  -6.512  -0.082
C  -2.138  1.288  -4.307  -0.073

***

# 2
Molecular formula: C17H29N9NaO6S2
Method: DFT, wB97M-V/def2-TZVPD

* charge: -1
* HOMO-LUMO gap: 0.208 Ha
* ΔE to the lowest compared entry with this formula, charge and spin: 0.000 eV

Last column: Löwdin charge in e.
Cartesian coordinates (Å):
N  0.781  2.542  -1.274  0.171
S  3.681  2.484  -3.385  0.438
C  4.282  0.842  -3.454  -0.879
N  4.874  0.445  -4.587  0.028
C  5.146  -0.863  -4.714  -0.159
C  -0.467  -3.708  0.272  -0.196
N  -2.800  4.950  5.059  0.158
S  2.075  -0.688  0.128  0.376
H  5.739  -1.106  -5.592  0.094
C  0.032  1.795  -2.155  -0.657
H  -0.697  -1.601  -2.514  0.133
H  -2.999  -0.985  2.456  0.103
O  -1.109  1.357  -1.849  -0.073
H  -3.802  -0.623  0.256  0.112
H  -2.939  -1.261  -2.266  0.130
H  0.554  -4.125  0.451  0.119
H  -3.125  5.254  5.990  0.130
C  4.910  -1.774  -3.693  -0.087
C  -1.634  4.290  5.066  -0.497
H  3.687  0.431  -0.809  0.010
H  -2.459  4.880  2.441  0.089
N  -0.253  2.628  1.447  0.071
N  -1.134  -2.130  -1.739  -0.098
H  1.396  1.929  -3.665  -0.027
C  -1.362  3.415  1.474  -0.097
O  1.246  -0.224  1.246  -0.365
C  -2.542  -2.231  -1.878  -0.217
H  -3.081  -3.402  -0.068  0.083
H  -1.862  3.470  0.513  0.118
C  0.018  3.085  3.767  0.014
C  -0.290  -3.180  -1.213  -0.187
C  -3.061  -1.808  1.747  -0.232
H  4.435  -1.768  -1.586  0.099
Na  -0.722  -0.237  -0.157  0.320
C  -1.906  -2.775  2.161  -0.208
H  5.003  -2.852  -3.846  0.091
O  -1.087  4.016  6.142  0.031
H  -1.622  -2.360  3.142  0.113
H  -2.859  -3.104  -2.463  0.101
N  0.580  1.438  -3.333  0.159
H  0.522  2.921  4.726  0.129
H  0.032  0.998  -4.065  0.109
H  0.493  2.352  -0.288  0.060
H  -2.365  -3.814  2.245  0.123
N  -3.154  -1.383  0.370  -0.072
H  -4.427  -2.642  -0.862  0.123
H  1.758  2.549  -1.434  0.012
H  -3.390  5.094  4.247  0.096
C  -1.738  4.134  2.556  -0.033
O  1.311  -0.653  -1.106  -0.349
N  -0.743  -2.773  1.325  -0.058
H  1.143  1.679  2.525  0.093
N  4.213  0.064  -2.370  0.019
C  4.526  -1.224  -2.502  -0.131
C  0.398  2.438  2.598  -0.072
O  3.270  0.429  0.101  -0.205
C  -3.351  -2.496  -0.564  -0.191
H  -1.158  -4.553  0.274  0.099
H  -0.356  -4.125  -1.833  0.118
H  -3.981  -2.346  1.991  0.097
C  -1.036  3.952  3.737  -0.143
H  0.723  -2.749  -1.274  0.086
O  2.632  -1.999  0.350  -0.322
H  0.048  -2.301  1.739  0.100

***

# 3
Molecular formula: C17H29NO2
Method: DFT, wB97M-V/def2-TZVPD

* HOMO-LUMO gap: 0.363 Ha
* SMILES: Cc1noc(C)c1C1(O)CCCCCCCCCCC1
* ΔE to the lowest compared entry with this formula, charge and spin: 1.348 eV

Last column: Löwdin charge in e.
Cartesian coordinates (Å):
H  0.669  1.664  -1.473  0.099
H  -1.830  2.431  -0.273  0.126
C  1.387  2.925  0.133  -0.203
C  -2.995  -0.284  1.371  -0.246
C  -3.874  -0.110  -0.636  -0.277
C  1.165  -2.678  -0.143  -0.192
N  -4.843  -0.423  0.183  0.096
H  2.745  -2.845  -1.607  0.107
C  -0.177  -0.570  0.049  -0.121
H  -1.730  -1.290  2.764  0.088
H  2.322  -0.677  1.459  0.091
C  -2.280  -0.353  2.672  0.008
H  4.033  -0.317  1.580  0.113
H  2.124  3.439  -0.488  0.111
H  -0.295  -2.016  -1.564  0.112
H  -0.059  3.244  -1.400  0.112
C  -0.171  -2.002  -0.478  -0.173
H  1.080  -3.744  -0.363  0.107
C  2.353  -2.086  -0.927  -0.200
H  -0.224  -0.592  1.135  0.110
H  0.761  -0.115  -0.240  0.078
H  4.345  -1.318  -0.721  0.111
H  2.726  2.366  1.715  0.113
C  0.272  2.407  -0.783  -0.182
C  2.105  1.862  0.970  -0.210
H  2.006  -1.264  -1.555  0.101
C  3.523  -1.603  -0.060  -0.208
H  1.358  1.288  1.520  0.090
H  -1.544  -0.509  -2.197  0.089
H  3.947  1.381  -0.050  0.117
C  -4.168  0.093  -2.078  -0.022
H  1.345  -2.589  0.930  0.106
C  3.208  -0.429  0.873  -0.211
H  2.523  0.728  -0.818  0.090
H  0.959  3.666  0.813  0.109
C  2.984  0.908  0.152  -0.207
H  -5.235  0.259  -2.196  0.082
H  -0.801  1.841  1.024  0.110
O  -1.291  0.369  -1.894  0.001
H  3.869  -2.442  0.549  0.110
H  -3.895  -0.793  -2.653  0.084
H  -3.016  -0.310  3.471  0.090
H  -1.586  0.476  2.781  0.079
C  -0.952  1.821  -0.055  -0.093
O  -4.316  -0.535  1.422  0.006
H  -0.994  -2.573  -0.041  0.117
H  -3.611  0.942  -2.465  0.080
C  -1.281  0.367  -0.478  -0.448
C  -2.636  -0.011  0.074  -0.053

***

# 4
Molecular formula: C17H30AlBr2CaNa2O7S
Method: DFT, wB97M-V/def2-TZVPD

* charge: +1
* HOMO-LUMO gap: 0.062 Ha

Last column: Löwdin charge in e.
Cartesian coordinates (Å):
Br  -1.618  -2.802  4.514  0.496
O  -4.130  3.400  -0.326  -0.264
H  2.101  -0.730  1.229  0.084
H  3.779  -4.725  -3.181  0.094
H  0.193  -1.093  3.099  0.049
C  -6.623  3.683  0.121  -0.204
C  -2.013  -0.313  -0.479  -0.569
C  -6.442  3.005  1.503  -0.057
Ca  4.050  1.215  -0.126  1.102
C  5.264  -1.170  -2.269  -0.573
C  0.744  -1.452  6.515  -0.022
H  5.089  -3.444  -7.789  0.046
C  5.630  -2.020  -4.299  -0.061
H  -2.445  1.184  -3.092  -0.071
H  0.760  -1.750  -0.827  0.083
H  -7.090  3.017  -0.637  0.063
H  0.911  -2.251  7.228  0.119
H  2.905  -1.361  -0.250  0.084
H  -5.043  5.090  0.336  0.137
O  5.111  -2.523  -7.509  -0.054
O  4.679  -2.371  -2.261  0.103
H  -5.402  2.744  1.692  0.082
H  2.743  0.357  -0.013  -0.184
H  5.494  -4.658  -3.529  0.098
Na  -2.282  4.207  -1.930  0.581
H  -6.781  3.661  2.297  0.088
C  4.492  -2.755  -3.648  -0.304
Al  -2.518  1.353  -1.498  0.349
S  -0.442  -0.102  0.425  0.750
O  5.372  -0.469  -1.285  -0.069
H  -7.343  4.484  0.272  0.123
O  0.468  2.081  6.206  0.107
C  0.492  0.911  5.888  -0.377
H  0.866  0.144  8.005  -0.206
H  -1.429  2.494  -1.117  -0.051
H  5.431  -1.763  -5.335  0.116
H  3.525  -2.362  -3.974  0.164
C  0.548  -1.848  5.125  -0.592
C  2.235  -0.596  0.153  -0.239
H  -5.373  4.747  -1.358  0.125
C  -5.272  4.285  -0.362  -0.196
H  -1.869  -1.138  -1.185  0.013
C  0.329  -0.775  4.125  -0.129
H  6.581  -2.551  -4.237  0.152
H  -4.947  1.403  -0.300  0.101
H  4.324  -4.523  -4.854  0.094
H  -4.891  2.318  -1.944  0.021
H  5.522  -2.062  -8.249  0.050
Br  0.917  -0.193  9.805  -0.130
O  5.717  -0.836  -3.472  0.096
H  -2.805  -0.645  0.193  0.013
H  1.019  -0.183  -1.571  0.072
Na  -6.319  1.840  -1.856  0.664
H  -7.013  2.076  1.510  0.082
H  0.142  1.300  3.757  0.110
C  0.302  0.505  4.477  0.000
C  0.714  -0.169  6.885  -0.068
C  4.524  -4.251  -3.819  -0.006
C  -4.368  2.129  -0.953  -0.331
O  0.575  -3.056  4.781  -0.207
C  0.913  -0.692  -0.608  -0.545

***

Number 1: largest force on an atom 0.68 eV/A, E_HOMO -8.97 eV, LUMO 0.61 eV. Number 2: largest force on an atom 2.48 eV/A, E_HOMO -4.08 eV, LUMO 1.59 eV. Number 3: largest force on an atom 1.14 eV/A, E_HOMO -9.10 eV, LUMO 0.77 eV. Number 4: largest force on an atom 5.86 eV/A, E_HOMO -6.59 eV, LUMO -4.91 eV.